1.
Entry from OMol25: C8H10O8PPd as an isolated structure at a distorted geometry (ωB97M-V/def2-TZVPD).

Last column: Löwdin charge in e.
Cartesian coordinates (Å):
O 2.8396 -1.9341 1.2377  0.10
C 2.1139 -2.5016 0.5677  -0.06
Pd -0.8833 -2.8739 -1.1535  0.56
C -1.9930 -1.1435 -1.1551  -0.08
O -2.8894 -0.5128 -1.4824  0.19
C -1.7927 -4.2379 -2.2806  -0.12
O -2.1965 -5.1204 -2.8517  0.18
C -1.1473 -2.8899 0.9563  -0.07
O -1.6348 -2.5803 1.9559  0.14
C 0.5816 -1.8201 -2.2186  -0.06
O 1.0289 -0.8633 -2.7200  0.13
H 1.3233 -3.0996 0.0292  0.03
C -2.2790 1.4107 1.0545  -0.09
O -1.0253 0.7116 0.6641  -0.46
P 0.4176 1.0202 1.5111  0.92
O 0.5262 2.6315 1.4445  -0.38
C 0.3432 3.4698 0.3077  -0.12
O 1.3932 0.5050 0.2040  -0.44
C 2.7456 0.9313 0.1554  -0.16
H -2.9210 0.6593 1.5126  0.08
H -2.7074 1.7631 0.1094  0.09
H -2.0821 2.2350 1.7302  0.08
H 0.3244 2.9357 -0.6456  0.09
H -0.5891 4.0330 0.4256  0.09
H 1.1756 4.1737 0.3045  0.09
H 2.8121 2.0139 -0.0953  0.09
H 3.3068 0.7314 1.1005  0.09
H 3.2088 0.3522 -0.6680  0.09

The calculation puts the electronic energy at -37595.5698 eV. As for the charge: +1. The value obtained for the HOMO-LUMO gap (spin up / spin down) is 5.627 / 4.979 eV. As for the expectation value of S²: 2.01. The spin multiplicity is 3. For the molar mass, the calculation gives 371.55 g mol⁻¹.

2.
Entry from OMol25: one molecule with the formula C8H10OS2 at a distorted geometry (ωB97M-V/def2-TZVPD).

Last column: Löwdin charge in e.
Cartesian coordinates (Å):
C -2.0830 1.1527 -0.2999  -0.54
C -1.5242 -0.1994 -0.2467  -0.48
C -4.2022 -0.4790 0.2495  -0.97
C 1.2210 -0.2176 1.9099  0.06
C 0.3650 -0.8823 1.1136  -0.14
C -1.1682 2.3241 -0.3397  -0.08
C 0.1520 -1.9147 -1.1277  -0.05
C -0.0710 -0.6442 -0.2934  -0.38
O -5.3128 -0.8742 0.4411  -0.04
S -3.8275 1.2359 -0.0109  1.01
S -2.6912 -1.4882 -0.0101  1.02
H 1.4142 -0.3912 3.0050  0.08
H 1.8127 0.5174 1.6058  0.00
H -0.1567 -1.6275 1.4869  0.05
H -0.6416 2.4587 0.5180  0.06
H -1.8183 3.1610 -0.3423  0.07
H -0.5734 2.1433 -1.1376  0.06
H -0.7995 -2.3814 -1.0613  0.00
H 0.8406 -2.7297 -0.7075  0.12
H 0.3590 -1.7672 -2.1189  0.05
H 0.4920 0.1071 -0.6780  0.10

The value obtained for the energy relative to the best compared isomer or geometry (same formula, charge and spin) is 156.2 kJ/mol. The calculation puts the electronic energy at -32173.6101 eV. The structure (SMILES) is C=C[C@@H](C)c1sc(=O)sc1C. The value obtained for the HOMO-LUMO gap is 8.836 eV. For the molar mass, the calculation gives 186.30 g mol⁻¹.

3.
Entry from OMol25: C8H10S2 as an isolated structure at a distorted geometry (ωB97M-V/def2-TZVPD).

Last column: Löwdin charge in e.
Cartesian coordinates (Å):
C 1.2873 -1.8450 -0.0019  -0.20
C 2.4937 -1.2970 -0.3275  -0.42
C 0.3755 -0.9357 0.5298  -0.11
C -1.4664 -0.7786 -0.2000  -0.48
C 0.8511 0.4609 0.5428  -0.57
C 0.0015 1.3972 -0.3064  -0.62
C -2.4634 -1.8388 -0.0137  -0.18
C 0.1400 2.8574 0.0691  -0.13
S 2.6124 0.4078 -0.0863  0.94
S -1.7783 0.8714 -0.1132  0.94
H 1.0788 -2.8934 -0.1302  0.10
H 3.3642 -1.8152 -0.6878  0.06
H 0.9263 0.8482 1.5637  0.11
H 0.2339 1.2455 -1.3654  0.11
H -3.0108 -1.9626 -0.9528  0.08
H -3.1946 -1.6010 0.7655  0.07
H -1.9738 -2.7792 0.2280  0.07
H -0.1237 3.0033 1.1159  0.08
H -0.5204 3.4681 -0.5446  0.07
H 1.1668 3.1868 -0.0850  0.08

The value obtained for the energy relative to the best compared isomer or geometry (same formula, charge and spin) is 240.2 kJ/mol. The calculation puts the electronic energy at -30124.5559 eV. The value obtained for the HOMO-LUMO gap (spin up / spin down) is 6.735 / 7.274 eV. For the molar mass, the calculation gives 170.30 g mol⁻¹.

4.
Entry from OMol25: a 2-piece molecular cluster, C8H11BBrClF3N2O10 overall at a distorted geometry (ωB97M-V/def2-TZVPD).

Last column: Löwdin charge in e.
Cartesian coordinates (Å):
C 2.6958 1.5653 1.0358  -0.10
C 2.1480 0.3922 0.2007  -0.15
B 0.6319 0.0815 0.4886  -0.54
O -0.1402 1.0937 1.0168  0.11
C 0.0004 -1.3644 0.2174  -0.27
O 0.5860 -2.1960 -0.7888  -0.08
N 0.9655 -1.4802 -1.9593  0.05
O 0.0473 -1.1340 -2.5858  0.13
C 0.4061 -2.1586 1.5363  -0.52
Br 0.2701 -1.1632 3.2356  0.86
N -0.6230 -3.1905 1.6812  0.02
C -1.8427 -2.4012 1.5491  -0.44
O -2.7694 -2.3975 2.2228  0.21
C -1.5522 -1.5887 0.2405  -0.28
O -1.9073 -2.5972 -0.7331  0.01
C -2.5041 -0.4265 -0.0904  -0.02
O -2.9024 0.2340 1.1496  0.07
C -3.4635 1.4011 0.9393  -0.82
F -2.6348 2.3348 0.5245  0.19
F -3.9841 1.8249 2.0634  0.19
F -4.4511 1.3562 0.0421  0.16
H 2.8536 1.2319 2.0674  0.07
H 2.0322 2.4273 0.9914  0.07
H 3.6382 1.9144 0.6120  0.08
H 2.7839 -0.4990 0.2730  0.11
H 2.1695 0.7322 -0.8580  0.07
H 0.1362 1.2825 1.9234  0.09
H 1.3913 -2.6053 1.5426  0.11
H -0.5693 -3.8709 0.9249  0.14
H -2.1472 -2.1307 -1.5441  0.10
H -2.0092 0.3225 -0.7160  0.15
H -3.4295 -0.7853 -0.5349  0.14
O 2.4776 2.0586 -2.1173  -0.40
Cl 2.8366 2.7628 -3.3401  0.64
O 3.5118 3.9908 -2.9963  -0.38
O 1.6369 3.0554 -4.0868  -0.38
O 3.7114 1.9269 -4.1273  -0.38

The value obtained for the energy relative to the best compared isomer or geometry (same formula, charge and spin) is 68.8 kJ/mol. The calculation puts the electronic energy at -123315.5706 eV. As for the charge: -1. The value obtained for the HOMO-LUMO gap is 7.818 eV. For the molar mass, the calculation gives 478.34 g mol⁻¹.

5.
Entry from OMol25: a 2-piece molecular cluster, C8H11BN2O overall at a distorted geometry (ωB97M-V/def2-TZVPD).

Last column: Löwdin charge in e.
Cartesian coordinates (Å):
B -1.0914 -0.0874 1.6266  -0.56
C -0.3054 2.0345 -1.5897  -0.16
C 0.1197 0.8258 -1.0570  0.00
C 1.4771 0.7315 -1.3025  -0.27
C 2.2216 -1.4131 -0.3889  0.04
C -1.4271 -1.4480 -0.5959  0.01
C 2.4780 -0.2542 -0.9858  -0.11
C -0.9482 -0.4635 0.1356  -0.01
C -2.3803 -0.6276 2.4080  -0.01
N 0.7112 2.6540 -2.1728  0.02
N 1.7706 1.8667 -1.9950  0.00
O -0.1318 0.6315 2.2189  0.17
H -1.2819 2.4753 -1.5816  0.10
H 3.0018 -2.1272 -0.1801  0.05
H 1.2190 -1.6721 -0.0965  0.04
H -1.2570 -1.5361 -1.6579  0.07
H -2.0028 -2.2462 -0.1456  0.07
H 3.4913 0.0062 -1.2701  0.10
H -3.2308 -0.7984 1.7517  0.06
H -2.7020 0.0467 3.2009  0.06
H -2.1450 -1.5845 2.8772  0.07
H 2.6677 2.1612 -2.3488  0.15
H -0.2544 0.8250 3.1491  0.11

The value obtained for the energy relative to the best compared isomer or geometry (same formula, charge and spin) is 54.8 kJ/mol. The calculation puts the electronic energy at -14176.4861 eV. The value obtained for the HOMO-LUMO gap is 8.781 eV. For the molar mass, the calculation gives 162.00 g mol⁻¹.

6.
Entry from OMol25: C8H11BrHfP2 as an isolated structure at a distorted geometry (ωB97M-V/def2-TZVPD).

Last column: Löwdin charge in e.
Cartesian coordinates (Å):
C 2.5244 1.5819 0.8400  -0.32
P 2.2514 -0.1589 1.2143  0.91
C 3.0829 -1.1893 -0.1978  -0.35
P -0.0213 -0.5584 1.6692  0.58
Br -0.0836 -2.6178 2.0158  0.73
C -1.3912 -0.2149 0.6017  -0.46
C -2.2922 0.7957 0.9653  -0.04
C -3.3313 1.0748 0.1414  0.05
C -3.5030 0.3719 -1.0677  0.13
C -2.6233 -0.6489 -1.4117  0.01
C -1.5848 -0.9590 -0.6025  -0.07
H 3.6022 1.7328 0.8929  0.08
H 2.1852 1.9109 -0.1379  0.02
H 2.0737 2.2231 1.5883  0.08
H 3.6334 -0.6124 -1.0069  -0.25
H 3.8809 -1.7427 0.2901  0.09
H 2.4359 -1.9168 -0.6871  0.05
H -2.1873 1.3643 1.8706  0.14
H -4.0274 1.8389 0.4282  0.15
H -4.3221 0.6142 -1.7189  0.16
H -2.7537 -1.2064 -2.3180  0.15
H -0.9467 -1.7697 -0.8967  0.10
Hf 3.3979 0.0868 -2.4725  2.04

The value obtained for the energy relative to the best compared isomer or geometry (same formula, charge and spin) is 0.0 kJ/mol. The calculation puts the electronic energy at -98342.6622 eV. As for the charge: +4. The value obtained for the HOMO-LUMO gap is 4.774 eV. For the molar mass, the calculation gives 427.52 g mol⁻¹.